Entry from OMol25: a molecular structure, C20H48CuN5O7S4 (the ωB97M-V functional and the def2-TZVPD basis).

Structure (ORCA input):
```
! wB97M-V def2-TZVPD RIJCOSX def2/J DEFGRID3
* xyz 1 2
Cu -4.756 1.928 -5.000
N -0.659 0.016 -2.113
O -0.837 -0.977 -1.435
O -1.571 0.519 -2.793
O 0.403 0.611 -2.103
C 5.355 3.789 1.059
C 6.105 2.562 1.651
N 6.679 2.681 2.975
C 5.722 2.961 4.038
C 6.508 3.720 5.198
C 7.370 1.460 3.323
C 8.597 1.160 2.467
H 4.382 4.053 1.472
H 5.019 3.536 0.054
H 5.973 4.681 0.954
H 5.338 1.802 1.804
H 6.876 2.216 0.963
H 4.947 3.694 3.810
H 5.113 2.099 4.311
H 7.014 4.595 4.789
H 5.715 4.016 5.885
H 7.185 3.038 5.711
H 6.573 0.723 3.424
H 7.710 1.495 4.358
H 9.136 0.378 3.002
H 9.299 1.980 2.319
H 8.269 0.825 1.483
C 4.187 -3.569 0.976
C 4.717 -3.824 2.353
N 5.163 -4.054 3.394
H 4.443 -2.551 0.680
H 3.098 -3.611 0.958
H 4.657 -4.296 0.313
C -0.589 0.233 4.274
C -0.264 -0.363 5.609
N 0.006 -0.848 6.598
H -0.987 -0.523 3.597
H 0.331 0.569 3.795
H -1.095 1.181 4.460
C 1.453 -3.364 -6.153
C 1.072 -4.683 -5.748
N 0.746 -5.708 -5.344
H 0.833 -2.546 -5.786
H 1.305 -3.223 -7.223
H 2.496 -3.166 -5.905
C -1.148 6.189 -1.896
S -2.791 6.617 -2.531
O -3.650 5.336 -2.483
C -3.378 7.662 -1.153
H -0.519 5.695 -2.637
H -1.161 5.687 -0.929
H -0.669 7.158 -1.755
H -3.191 7.123 -0.224
H -4.427 7.859 -1.370
H -2.795 8.581 -1.218
C -4.791 -4.743 -4.342
S -6.193 -3.811 -4.993
O -5.784 -2.370 -5.070
C -6.314 -4.544 -6.607
H -3.915 -4.181 -4.665
H -4.717 -5.724 -4.812
H -4.926 -4.929 -3.276
H -5.556 -4.141 -7.278
H -7.253 -4.336 -7.119
H -6.213 -5.627 -6.530
C -5.554 1.617 0.743
S -7.250 1.881 0.008
O -6.887 2.013 -1.462
C -7.403 3.654 0.623
H -5.581 1.568 1.832
H -4.867 2.385 0.390
H -5.224 0.624 0.437
H -7.393 3.726 1.711
H -8.277 4.164 0.220
H -6.486 4.159 0.321
C -3.244 -5.556 2.027
S -1.926 -6.769 2.207
O -2.544 -8.015 2.793
C -1.604 -7.049 0.443
H -3.462 -5.019 2.950
H -4.082 -6.102 1.595
H -3.071 -4.719 1.351
H -2.568 -7.309 0.005
H -0.959 -7.886 0.176
H -1.262 -6.085 0.065
*
```

Electronic energy ... -4823.7300 Eh
Orbital gap (alpha / beta) ... 2.9 / 2.2 eV

Charge distribution, Mulliken scheme, values in e: Cu 0.99; N 1.13; O -0.40; O -0.39; O -0.34; C -1.38; C -0.28; N -0.01; C -0.58; C -1.12; C -0.49; C -1.30; H 0.36; H 0.41; H 0.33; H 0.29; H 0.27; H 0.34; H 0.38; H 0.27; H 0.42; H 0.30; H 0.44; H 0.31; H 0.42; H 0.30; H 0.33; C -0.63; C 0.27; N -0.34; H 0.23; H 0.23; H 0.25; C -0.69; C 0.24; N -0.30; H 0.24; H 0.24; H 0.26; C -0.76; C 0.34; N -0.33; H 0.23; H 0.27; H 0.26; C -0.91; S 0.47; O -0.62; C -0.92; H 0.33; H 0.30; H 0.35; H 0.29; H 0.31; H 0.40; C -0.83; S 0.50; O -0.64; C -0.90; H 0.28; H 0.32; H 0.30; H 0.32; H 0.32; H 0.32; C -0.87; S 0.49; O -0.61; C -0.81; H 0.37; H 0.25; H 0.30; H 0.36; H 0.32; H 0.20; C -0.89; S 0.50; O -0.60; C -0.83; H 0.31; H 0.32; H 0.31; H 0.27; H 0.33; H 0.29


Entry from OMol25: a single C2H4N4O molecule (the ωB97M-V functional and the def2-TZVPD basis).

Structure (ORCA input):
```
! wB97M-V def2-TZVPD RIJCOSX def2/J DEFGRID3
* xyz 0 1
N 2.170 0.459 0.108
C 0.846 0.038 0.029
N 0.481 -1.228 0.061
N -0.886 -1.124 0.061
C -1.230 0.168 0.005
O -2.510 0.547 0.011
N -0.177 0.946 -0.021
H 2.792 -0.295 0.362
H 2.494 0.910 -0.738
H -1.479 -1.937 0.080
H -2.502 1.515 0.042
*
```

Electronic energy ... -372.8912 Eh
Orbital gap ... 9.6 eV
SMILES string ... Nc1n[nH]c(O)n1

Charge distribution, Mulliken scheme, values in e: N -0.49; C 0.42; N -0.72; N 0.21; C 0.58; O -0.49; N -0.61; H 0.27; H 0.24; H 0.23; H 0.36


Entry from OMol25: a molecular structure, C4H10F12KO2P2 (the ωB97M-V functional and the def2-TZVPD basis).

Structure (ORCA input):
```
! wB97M-V def2-TZVPD RIJCOSX def2/J DEFGRID3
* xyz -1 1
K 3.567 1.669 5.118
P 3.403 5.155 3.109
F 4.035 4.747 4.500
F 2.031 5.615 3.842
F 3.887 6.680 3.160
F 2.778 5.487 1.627
F 4.837 4.734 2.352
F 2.724 3.647 3.064
P 3.662 3.848 8.030
F 5.051 3.680 7.099
F 4.558 3.309 9.320
F 4.125 5.406 8.280
F 2.414 4.079 9.104
F 2.784 4.491 6.787
F 3.150 2.264 7.684
C 5.290 -1.458 5.646
O 4.293 -0.648 6.182
C 4.030 -0.813 7.567
C 3.157 -2.000 7.784
O 3.870 -3.245 8.050
C 3.200 -4.207 8.825
H 5.461 -1.159 4.612
H 5.166 -2.538 5.567
H 6.219 -1.246 6.174
H 3.529 0.112 7.854
H 4.924 -0.935 8.178
H 2.565 -2.289 6.916
H 2.448 -1.733 8.568
H 3.916 -4.976 9.113
H 2.351 -4.590 8.258
H 2.802 -3.892 9.790
*
```

Electronic energy ... -2790.4664 Eh
Orbital gap ... 10.3 eV

Charge distribution, Mulliken scheme, values in e: K 1.00; P 1.20; F -0.30; F -0.34; F -0.36; F -0.37; F -0.39; F -0.40; P 1.19; F -0.35; F -0.37; F -0.36; F -0.38; F -0.31; F -0.44; C -0.87; O -0.27; C -0.26; C -0.65; O -0.31; C -0.76; H 0.28; H 0.27; H 0.36; H 0.20; H 0.32; H 0.32; H 0.49; H 0.26; H 0.30; H 0.31


Entry from OMol25: a molecular structure, C28H39Cl2LuN4O4 (the ωB97M-V functional and the def2-TZVPD basis).

Structure (ORCA input):
```
! wB97M-V def2-TZVPD RIJCOSX def2/J DEFGRID3
* xyz 0 1
O 0.060 2.150 -1.378
C -0.050 3.380 -1.622
C -0.651 3.811 -2.894
C -0.651 2.852 -3.921
H -0.358 1.850 -3.668
C -0.987 3.173 -5.239
H -1.012 2.394 -6.002
C -1.320 4.502 -5.539
H -1.421 4.805 -6.595
C -1.476 5.452 -4.496
H -1.871 6.454 -4.720
C -1.171 5.096 -3.165
H -1.302 5.787 -2.326
H 0.217 4.094 -0.835
C 2.814 3.135 -1.077
C 1.897 2.776 -0.024
H 3.853 3.113 -0.729
H 2.581 4.154 -1.453
H 2.741 2.407 -1.905
C 1.716 2.191 1.143
C 2.916 1.975 2.110
H 0.716 2.000 1.600
H 3.870 1.899 1.552
H 2.797 1.095 2.767
H 3.002 2.853 2.773
Lu -0.892 0.281 -0.773
Cl 0.152 -0.869 -2.925
Cl -3.041 1.915 -0.930
H -3.506 -0.052 -4.555
H -3.331 -2.316 -5.227
C -2.814 -0.210 -3.712
C -2.743 -2.606 -4.348
N -2.925 -1.611 -3.294
H -3.058 0.486 -2.892
C -2.821 -2.000 -2.017
O -2.444 -1.252 -1.073
H -3.105 -3.577 -3.992
H -3.066 -3.051 -1.827
H -1.777 -0.029 -4.048
H -1.681 -2.695 -4.644
H -2.022 0.263 4.908
H -4.550 0.789 3.934
C -1.672 1.056 4.221
C -3.996 1.597 3.425
N -2.631 1.171 3.117
H -0.688 0.779 3.831
C -2.394 0.744 1.886
O -1.247 0.532 1.392
H -4.519 1.809 2.483
H -3.271 0.655 1.245
H -1.593 2.027 4.737
H -4.001 2.523 4.023
C 2.420 -4.887 2.225
N 1.880 -3.965 1.243
N 1.584 -2.661 1.461
C 1.027 -2.110 0.323
O 0.670 -0.893 0.251
C 0.978 -3.172 -0.618
C 1.536 -4.273 -0.015
C 1.733 -5.638 -0.544
C 2.016 -1.984 2.620
C 3.331 -2.184 3.056
C 3.712 -1.744 4.330
C 2.812 -0.999 5.121
C 1.494 -0.798 4.657
C 1.104 -1.275 3.405
H 1.840 -5.806 2.143
H 2.348 -4.522 3.248
H 3.467 -5.103 1.998
H 0.665 -3.040 -1.640
H 2.778 -5.984 -0.491
H 1.079 -6.365 -0.030
H 1.450 -5.624 -1.610
H 4.045 -2.724 2.421
H 4.715 -1.986 4.709
H 3.157 -0.590 6.082
H 0.803 -0.266 5.309
H 0.084 -1.164 3.046
*
```

Electronic energy ... -3766.2964 Eh
Orbital gap (alpha / beta) ... 5.8 / 4.0 eV

Charge distribution, Mulliken scheme, values in e: O -0.23; C -1.35; C 0.77; C -0.33; H 0.67; C -0.67; H 0.37; C -0.41; H 0.32; C -0.43; H 0.35; C -0.44; H 0.36; H 0.56; C -1.13; C 0.26; H 0.43; H 0.26; H 0.20; C 0.31; C -1.20; H 0.10; H 0.30; H 0.09; H 0.37; Lu 1.12; Cl -0.69; Cl -0.61; H 0.37; H 0.28; C -0.83; C -0.88; N 0.29; H 0.07; C -0.05; O -0.48; H 0.34; H 0.37; H 0.33; H 0.29; H 0.34; H 0.34; C -0.50; C -1.02; N 0.34; H -0.25; C 0.13; O -0.42; H 0.36; H 0.32; H 0.38; H 0.32; C -1.18; N -0.05; N 0.61; C 0.49; O -0.27; C -1.00; C 0.53; C -1.66; C 0.24; C -0.10; C -0.69; C -0.64; C -0.49; C -0.37; H 0.40; H 0.44; H 0.36; H 0.48; H 0.33; H 0.34; H 0.35; H 0.55; H 0.39; H 0.38; H 0.31; H 0.45


Entry from OMol25: a gas-phase ion, CH3O2 (charge +1) (the ωB97M-V functional and the def2-TZVPD basis).

Structure (ORCA input):
```
! wB97M-V def2-TZVPD RIJCOSX def2/J DEFGRID3
* xyz 1 3
C 1.063 0.000 -0.117
O -1.351 0.338 -0.058
O -0.425 -0.587 -0.046
H 1.766 -0.709 0.209
H 1.212 0.955 0.108
H -2.265 0.004 -0.096
*
```

Electronic energy ... -189.7918 Eh
Orbital gap (alpha / beta) ... 11.3 / 10.4 eV

Charge distribution, Mulliken scheme, values in e: C -0.26; O 0.01; O 0.12; H 0.33; H 0.37; H 0.43


Entry from OMol25: a molecular structure, C52H47FN2PSn (the ωB97M-V functional and the def2-TZVPD basis).

Structure (ORCA input):
```
! wB97M-V def2-TZVPD RIJCOSX def2/J DEFGRID3
* xyz 1 1
Sn 0.139 -0.635 -0.410
C -0.971 -0.877 7.030
C -0.075 -1.658 6.318
C 0.359 -1.252 5.069
C -0.125 -0.081 4.488
C -0.986 0.719 5.233
C -1.391 0.330 6.498
P 0.314 0.228 2.725
C -0.362 1.902 2.506
C 0.401 3.027 2.233
C -0.218 4.259 2.097
C -1.591 4.374 2.232
C -2.361 3.246 2.470
C -1.750 2.015 2.594
C 2.116 0.520 2.851
C 2.702 0.939 4.024
C 4.092 1.095 4.107
C 4.885 0.808 3.030
C 4.328 0.357 1.816
C 5.147 0.011 0.723
C 4.606 -0.442 -0.443
C 3.212 -0.547 -0.566
C 2.386 -0.224 0.479
C 2.909 0.224 1.710
H -1.330 -1.200 7.996
H 0.287 -2.588 6.731
H 1.094 -1.839 4.539
H -1.343 1.658 4.841
H -2.050 0.975 7.062
H 1.474 2.943 2.135
H 0.379 5.137 1.896
H -2.064 5.341 2.146
H -3.433 3.329 2.575
H -2.344 1.124 2.761
H 2.096 1.149 4.894
H 4.533 1.428 5.034
H 5.959 0.907 3.090
H 6.216 0.105 0.833
H 5.228 -0.720 -1.278
H 2.805 -0.901 -1.511
C -1.106 -4.038 3.356
C -0.506 -3.405 2.101
C 1.020 -3.489 2.109
C -1.031 -4.048 0.846
C -0.711 -5.368 0.583
C -1.136 -5.978 -0.584
C -1.890 -5.259 -1.495
C -2.250 -3.938 -1.268
C -2.917 -3.173 -2.385
C -1.897 -2.966 -3.508
C -4.173 -3.845 -2.938
C -1.819 -3.310 -0.072
N -1.983 -1.963 0.206
C -3.159 -1.304 0.163
C -4.439 -1.910 0.193
C -5.591 -1.156 0.225
C -5.548 0.232 0.231
C -4.317 0.867 0.226
C -3.176 0.108 0.205
F -1.974 0.784 0.171
H -0.790 -3.484 4.235
H -0.784 -5.069 3.469
H -2.193 -4.019 3.310
H -0.803 -2.352 2.095
H 1.352 -4.476 2.413
H 1.437 -2.765 2.799
H 1.425 -3.278 1.116
H -0.119 -5.931 1.289
H -0.866 -7.003 -0.793
H -2.184 -5.741 -2.415
H -3.222 -2.193 -2.020
H -1.594 -3.922 -3.926
H -1.007 -2.458 -3.126
H -2.331 -2.357 -4.298
H -3.962 -4.839 -3.319
H -4.565 -3.241 -3.752
H -4.942 -3.920 -2.174
H -4.499 -2.988 0.224
H -6.551 -1.648 0.249
H -6.454 0.813 0.256
H -4.227 1.940 0.239
C -3.629 1.017 -4.879
C -2.421 1.306 -5.504
C -1.221 1.112 -4.856
C -1.190 0.620 -3.529
C -2.426 0.284 -2.944
C -3.618 0.483 -3.595
N -0.071 0.574 -2.779
C 1.166 0.611 -3.394
C 2.113 1.548 -2.967
C 3.387 1.536 -3.497
C 3.750 0.574 -4.430
C 2.813 -0.351 -4.866
C 1.526 -0.320 -4.376
H -4.567 1.205 -5.381
H -2.430 1.709 -6.508
H -0.296 1.390 -5.337
H -2.406 -0.139 -1.956
H -4.543 0.224 -3.102
H 1.808 2.293 -2.244
H 4.104 2.281 -3.187
H 4.759 0.532 -4.809
H 3.091 -1.100 -5.590
H 0.803 -1.059 -4.690
*
```

Electronic energy ... -2774.4733 Eh
Orbital gap (alpha / beta) ... 5.6 / 5.2 eV

Results of the Mulliken charge analysis, in e, for atoms 1 through 99: Sn 1.53; C -0.65; C -0.55; C -0.55; C 0.14; C -0.52; C -0.67; P 1.74; C 0.91; C -0.97; C -0.70; C -0.91; C -1.03; C -1.37; C 0.00; C -0.02; C -1.05; C -0.82; C 1.05; C -0.86; C -1.07; C -0.63; C -0.02; C -0.34; H 0.41; H 0.47; H 0.38; H 0.47; H 0.46; H 0.49; H 0.46; H 0.41; H 0.58; H 1.08; H 0.59; H 0.45; H 0.41; H 0.41; H 0.49; H 0.37; C -1.57; C 2.93; C -1.27; C 0.35; C -0.66; C -1.44; C -1.13; C 1.01; C 2.17; C -1.42; C -1.88; C -0.50; N 1.24; C 0.39; C -0.58; C -1.01; C -0.74; C -0.53; C -0.26; F -0.23; H 0.23; H 0.36; H 0.42; H -1.20; H 0.51; H 0.07; H 0.25; H 0.45; H 0.41; H 0.36; H -0.68; H 0.49; H 0.06; H 0.45; H 0.35; H 0.48; H 0.36; H 0.72; H 0.46; H 0.50; H 0.61; C -0.81; C -0.91; C -0.36; C -0.70; C 0.48; C -0.19; N 0.35; C 0.14; C -0.24; C -0.80; C -0.55; C -0.88; C 0.31; H 0.44; H 0.42; H 0.48; H -0.03; H 0.50